# 1
Formula: C36H31BrMnN6O4S3
Source: the OMol25 dataset
Level of theory: ωB97M-V/def2-TZVPD

Computed properties:
**E**: -188834.775 eV
**E_LUMO (spin up / spin down)**: -0.15 / -0.15 eV
**Net charge**: 0
**Energy above the lowest of the compared OMol25 structures with the same formula, charge and spin**: 57.3 kJ/mol
**2S+1**: 6

Last column: Löwdin charge in e.
Positions of all 82 atoms, in Å:
1 C -1.81 3.37 -0.15  -0.178
2 Br -6.48 -0.81 1.65  0.750
3 H 4.20 -5.95 0.41  0.100
4 C 4.95 1.27 -2.87  -0.020
5 H -3.50 -1.29 -3.38  0.110
6 H -3.91 4.00 -0.29  0.062
7 H 6.26 2.05 -5.02  0.075
8 H -0.89 1.73 -6.22  0.097
9 H 2.51 1.40 -5.19  0.118
10 H 0.19 -2.81 1.50  0.112
11 H -1.39 4.21 0.39  0.100
12 H -1.01 -3.03 3.69  0.108
13 N 3.81 -2.29 1.07  0.028
14 C -0.87 0.99 -5.44  -0.189
15 H 1.67 3.47 2.57  0.111
16 H -4.32 -0.33 6.13  0.112
17 H 5.12 1.25 -6.12  0.086
18 C 4.38 1.48 -4.12  -0.260
19 H 4.23 -2.83 1.81  0.130
20 H -2.47 1.83 2.93  0.116
21 C -0.45 -0.29 -5.63  -0.422
22 O 1.89 1.39 0.97  -0.164
23 H 6.00 1.44 -2.70  0.110
24 H -0.01 2.11 -0.39  0.093
25 C -1.07 2.23 -0.57  -0.103
26 H -1.65 2.17 -3.73  0.108
27 C -1.29 1.22 -4.10  -0.121
28 C -1.83 1.31 -1.22  -0.456
29 C -4.28 -0.08 5.08  -0.035
30 C -0.85 -0.94 4.10  0.006
31 C -0.64 -2.06 3.36  -0.041
32 C -1.18 0.11 -3.31  -0.478
33 H 4.48 -0.43 1.28  0.104
34 S -0.55 -1.22 -4.20  1.069
35 O 3.30 -4.22 -0.08  0.011
36 C -4.19 0.69 2.42  -0.119
37 C 4.15 0.85 -1.82  -0.118
38 C 3.02 1.25 -4.25  -0.001
39 C 4.21 -4.92 0.76  -0.049
40 C -5.17 -0.18 2.87  -0.681
41 C 1.17 1.47 2.04  -0.386
42 Mn 1.53 -0.28 -0.28  0.872
43 H 4.56 0.70 -0.84  0.097
44 C -1.36 -0.03 -1.80  -0.626
45 C -3.40 -1.57 -2.35  -0.137
46 N -1.30 1.77 5.51  0.063
47 C -5.23 -0.57 4.20  -0.124
48 H -6.02 -1.22 4.54  0.099
49 O -0.17 -0.42 -1.23  -0.290
50 C -2.45 -1.06 -1.52  -0.489
51 C 3.12 -2.91 0.06  -0.550
52 N 2.84 0.62 -1.96  0.027
53 H -0.10 -0.74 -6.55  0.060
54 H -1.39 -1.00 5.04  0.115
55 H -4.42 -3.30 0.34  0.058
56 H -5.08 -3.01 -2.18  0.100
57 H 3.02 -0.72 2.03  0.088
58 S -3.47 1.83 -1.32  1.047
59 C -0.35 0.31 3.67  -0.109
60 C -3.22 1.15 3.30  -0.009
61 C 2.29 0.83 -3.15  -0.083
62 H 4.85 2.92 -5.64  0.088
63 S -2.59 -1.71 0.06  1.062
64 N 0.59 -0.83 1.75  0.058
65 C 0.07 -1.96 2.15  -0.158
66 H 1.23 0.65 -3.22  0.075
67 C -0.49 1.54 4.38  -0.261
68 N 3.60 -0.93 1.23  0.052
69 N -2.41 1.25 5.69  0.052
70 H 5.22 -4.52 0.66  0.100
71 C 0.44 0.30 2.50  -0.135
72 C 1.10 2.60 2.86  -0.009
73 C -3.25 0.75 4.64  -0.279
74 C 0.30 2.61 4.00  -0.024
75 H 0.24 3.50 4.61  0.114
76 O 2.39 -2.32 -0.71  0.061
77 C -4.27 -2.50 -1.69  -0.180
78 H 3.89 -4.90 1.80  0.097
79 C 5.20 1.95 -5.29  -0.041
80 C -3.13 3.29 -0.49  -0.417
81 H -4.16 0.99 1.38  0.070
82 C -3.94 -2.67 -0.38  -0.429



# 2
Formula: C36H31Cl5N2O6Te2W
Source: the OMol25 dataset
Level of theory: ωB97M-V/def2-TZVPD

Computed properties:
**E**: -132084.551 eV
**E_LUMO (spin up / spin down)**: -7.58 / -7.58 eV
**Net charge**: +2

Last column: Löwdin charge in e.
Positions of all 83 atoms, in Å:
1 Te -1.48 1.56 -2.02  1.687
2 C 0.93 -4.54 0.65  -0.325
3 H -4.13 0.51 2.94  0.140
4 H 4.28 1.44 6.17  0.114
5 C -0.70 -5.42 2.06  -0.206
6 H 2.72 1.83 -5.12  0.116
7 Cl 2.57 -1.42 -1.96  0.774
8 C -0.25 -2.94 0.10  -1.218
9 Cl -0.42 4.62 2.58  0.719
10 H -2.99 0.14 5.03  0.094
11 C 0.65 -5.61 1.27  -0.218
12 C -3.13 0.17 1.13  -0.397
13 H 3.54 -7.02 -0.03  0.105
14 Cl 1.20 -3.24 0.04  0.511
15 C -1.64 -0.72 -4.13  -0.161
16 C 1.84 2.36 -4.76  -0.054
17 H -1.28 -0.34 4.94  0.104
18 C -4.30 -0.13 0.27  0.031
19 H -1.30 4.23 -3.52  0.100
20 C 1.00 1.75 -3.85  -0.123
21 O -1.84 2.61 0.77  -0.207
22 H 1.33 -2.68 1.22  0.126
23 H -1.68 1.34 5.22  0.107
24 C -2.29 -1.54 -5.04  -0.056
25 H -4.30 1.11 -3.06  0.095
26 H 3.51 -3.03 0.41  0.143
27 O -0.05 3.23 -0.29  -0.100
28 H -4.17 -2.07 -5.93  0.118
29 C -0.13 2.44 -3.41  -0.444
30 H -0.65 5.71 0.48  0.093
31 H -1.72 -2.27 -5.60  0.117
32 C 2.67 -3.65 0.07  -0.328
33 O 1.04 1.98 1.42  -0.190
34 H 4.21 -4.83 -0.88  0.126
35 H -5.22 0.24 0.71  0.107
36 C -0.41 3.72 -3.86  -0.128
37 Te -1.58 -3.23 1.57  1.425
38 C -3.17 0.47 2.44  0.023
39 H 5.95 2.73 4.90  0.116
40 C 3.49 2.66 2.59  -0.007
41 H 0.23 5.32 -5.12  0.116
42 C 2.82 1.50 4.61  -0.012
43 C -1.22 4.94 0.99  -0.926
44 C 1.73 -6.54 1.09  0.080
45 H -4.38 -1.22 0.15  0.105
46 H 1.22 0.76 -3.48  0.067
47 C -3.75 0.35 -3.60  -0.148
48 O -1.93 -0.02 0.52  -0.419
49 C 0.45 4.32 -4.77  -0.059
50 C 4.05 1.78 5.17  -0.053
51 H -4.16 0.29 -0.73  0.068
52 C 5.00 2.51 4.45  -0.048
53 C 4.72 2.94 3.16  -0.053
54 H 5.46 3.50 2.61  0.115
55 C 1.54 -1.85 -0.60  -0.818
56 C -1.98 0.67 3.23  -0.243
57 H -0.51 -5.53 3.13  0.057
58 H 1.07 -3.75 -1.18  0.139
59 Cl -1.18 -2.09 -1.23  0.690
60 C 1.11 -0.56 -0.15  -0.686
61 H -0.57 -0.80 -4.00  0.092
62 C -2.38 0.22 -3.41  -0.478
63 C -2.00 0.44 4.69  0.015
64 C 1.57 3.64 -5.22  -0.051
65 C -1.03 3.56 0.42  -0.774
66 Cl -2.89 5.39 1.19  0.715
67 N -0.89 1.04 2.61  -0.069
68 W -0.43 1.16 0.56  1.860
69 H 1.72 -7.51 1.58  0.118
70 C 2.53 1.95 3.32  -0.155
71 O 1.01 0.57 -0.78  -0.205
72 H -1.43 -6.17 1.76  0.053
73 H 2.23 4.11 -5.93  0.117
74 H -5.45 -0.37 -4.67  0.117
75 C 2.90 -6.18 0.22  0.005
76 C 3.33 -4.90 -0.26  0.009
77 C -4.39 -0.48 -4.51  -0.057
78 C -3.67 -1.42 -5.23  -0.048
79 C 1.24 1.67 2.71  -0.374
80 H 2.07 0.95 5.15  0.115
81 O 0.63 -0.50 1.08  -0.162
82 H 3.26 2.99 1.59  0.121
83 N 0.25 1.18 3.39  0.139



# 3
Formula: C36H31CoNO4S2SbSe4
Source: the OMol25 dataset
Level of theory: ωB97M-V/def2-TZVPD

Computed properties:
**E**: -374733.333 eV
**E_LUMO (spin up / spin down)**: -1.11 / -1.11 eV
**Net charge**: 0
**2S+1**: 5

Last column: Löwdin charge in e.
Positions of all 80 atoms, in Å:
1 H 0.42 -3.91 1.00  0.113
2 C 1.57 -0.98 -4.34  -0.008
3 O -0.24 2.10 4.99  0.042
4 C -3.27 -6.75 0.27  -0.046
5 C 1.17 -1.84 -0.71  -0.031
6 C -0.24 0.98 -3.51  -0.026
7 C 1.08 -0.07 -5.26  -0.070
8 H 3.09 2.64 0.96  0.071
9 H 2.53 -2.50 -2.29  0.141
10 H 3.05 4.11 -4.38  0.073
11 C 1.27 3.06 -0.10  -0.377
12 C -2.63 -5.44 0.46  -0.281
13 C -3.40 -4.30 0.59  -0.046
14 H 2.26 -1.78 -4.62  0.115
15 C -1.28 1.89 0.16  -0.344
16 C -0.36 -0.05 -1.20  -0.137
17 C 0.07 -1.04 -0.36  -0.303
18 H -6.43 -0.18 -2.40  0.122
19 C -3.85 1.50 -0.87  -0.153
20 C 1.11 1.64 6.99  -0.041
21 Se 3.83 -0.23 3.42  -0.129
22 H -5.94 1.77 -0.81  0.108
23 C -5.15 1.20 -1.24  -0.035
24 H 1.43 -0.14 -6.27  0.101
25 C 1.52 3.90 -2.29  -0.056
26 H 4.51 4.59 -3.48  0.090
27 C -2.29 2.71 0.55  -0.113
28 H 0.30 2.00 7.64  0.135
29 H -3.44 -2.16 0.79  0.111
30 H -0.38 3.60 -1.32  0.115
31 H -0.31 1.55 -5.60  0.106
32 Se 8.04 -0.66 2.73  0.026
33 O 0.34 -1.62 2.24  -0.538
34 C -0.66 -4.02 0.84  -0.053
35 C -5.41 0.14 -2.10  -0.067
36 H 2.16 -0.07 6.82  0.131
37 O 1.13 0.30 5.03  -0.213
38 O 1.01 1.12 1.54  -0.597
39 C -1.23 -5.26 0.51  -0.001
40 C -1.47 -2.90 0.92  -0.356
41 C 3.43 3.20 -1.04  -0.008
42 H -0.89 1.79 -3.14  0.117
43 H 1.03 -0.22 8.05  0.204
44 H 4.49 2.99 -0.94  0.074
45 C 0.71 3.50 -1.27  -0.117
46 H -4.49 -4.46 0.60  0.125
47 H -2.20 -0.87 -2.74  0.123
48 C 1.73 -1.77 -1.99  0.003
49 C -3.02 -0.30 -2.30  -0.001
50 C -4.34 -0.59 -2.62  -0.072
51 H -0.55 -6.08 0.32  0.119
52 H 4.18 2.90 -3.81  0.065
53 C 1.21 -0.91 -2.96  -0.151
54 Se 5.36 -1.13 -0.14  -0.310
55 C 0.59 1.36 5.54  -0.597
56 Sb 5.81 0.10 1.95  -0.473
57 N 1.75 0.43 7.60  0.182
58 H -4.40 3.19 0.37  0.119
59 S 0.16 2.43 1.13  1.185
60 C 2.90 3.67 -2.27  -0.208
61 C 3.72 3.82 -3.56  -0.031
62 H -2.10 3.49 1.30  0.110
63 C -2.84 -3.06 0.79  -0.079
64 C -3.59 2.54 0.05  0.018
65 C -2.71 0.74 -1.38  -0.081
66 H -4.07 -6.61 -0.42  0.070
67 S -0.75 -1.28 1.21  1.111
68 H -4.55 -1.39 -3.32  0.109
69 C -1.40 0.89 -0.81  -0.144
70 H 2.42 0.66 8.35  0.178
71 H 1.64 -2.50 0.04  0.119
72 Co 1.04 0.06 3.10  0.600
73 H 1.86 2.44 6.94  0.143
74 C 2.64 2.96 0.05  -0.053
75 H 1.01 4.35 -3.18  0.125
76 H -2.55 -7.44 -0.15  0.080
77 Se 6.16 2.40 1.46  -0.192
78 C 0.23 0.04 -2.54  -0.085
79 C 0.13 0.89 -4.85  -0.060
80 H -3.68 -7.13 1.24  0.107



- Among the records above, which one has the lowest E?
  C36H31CoNO4S2SbSe4